A structure of composition C11H26N4O7Tl, computed with ωB97M-V with the def2-TZVPD basis set.

Values from the calculation:
Charge: +1
E_HOMO (alpha / beta): -11.130 / -11.131 eV
ΔE to the lowest compared entry with this formula, charge and spin: 0.0 kcal/mol
E_tot: -1352.33207 Ha
Max |F|: 4.8 eV/A

Structure (XYZ):
```
49
C11H26N4O7Tl | OMol25 | ωB97M-V with the def2-TZVPD basis set
O 0.416 -1.314 -3.894
H 0.166 -1.159 -4.829
Tl -0.014 0.308 -1.151
N 1.395 -1.340 -0.827
N -0.919 -1.807 0.023
N 0.588 2.321 -0.446
N -1.313 1.140 0.780
O 2.595 -1.101 -0.545
O 1.653 2.774 -1.067
O -2.148 0.466 1.583
O -1.923 -1.975 0.801
C -0.301 -2.911 -0.479
C 0.977 -2.635 -1.014
C -0.101 3.117 0.388
C -1.168 2.439 1.084
C 1.828 -3.562 -1.781
H 1.700 -3.382 -2.858
H 1.587 -4.604 -1.553
H 2.873 -3.365 -1.526
C -0.914 -4.255 -0.386
H -1.873 -4.284 -0.915
H -1.097 -4.526 0.658
H -0.263 -5.010 -0.824
C 0.228 4.545 0.639
C -1.992 3.136 2.101
H 0.946 4.903 -0.104
H 0.658 4.664 1.642
H -0.673 5.171 0.601
H -2.659 2.432 2.605
H -2.596 3.912 1.614
H -1.353 3.630 2.845
H 1.734 1.885 -1.933
H -2.083 -0.513 1.252
C -1.696 -0.004 -2.453
H -1.336 -0.738 -3.189
H -1.964 0.967 -2.907
H -2.534 -0.379 -1.849
O 1.497 1.009 -2.695
H 1.070 -0.607 -3.665
H 0.982 1.431 -3.426
C 0.216 -0.357 3.782
C 1.293 0.249 2.913
O 1.195 -0.286 1.607
H -0.783 -0.182 3.369
H 0.246 0.059 4.795
H 0.365 -1.439 3.859
H 1.168 1.339 2.869
H 2.271 0.025 3.361
H 2.052 -0.182 1.146
```